[1]
A single C5H6O molecule at a distorted geometry. Source: OMol25; level of theory: wB97M-V/def2-TZVPD.

```
12
Properties=species:S:1:pos:R:3:lowdin_charge:R:1
H -0.734 2.317 0.034 0.085
H -0.232 -0.954 1.761 0.105
C -0.267 0.173 0.002 -0.383
C -0.409 -1.356 -1.537 -0.087
O -0.334 0.036 -1.345 0.028
H -0.568 1.485 1.706 0.108
H -0.545 -1.720 -2.534 0.106
H 0.886 1.894 0.616 0.073
C -0.370 -1.999 -0.319 -0.059
C -0.239 -0.962 0.694 -0.051
C -0.159 1.560 0.625 -0.021
H -0.243 -3.059 -0.144 0.096
```

Computed properties:
- SMILES string: Cc1ccco1
- 2S+1: 1
- Orbital gap: 9.6844 eV
- LUMO: 1.1 eV

[2]
A single C5H6O molecule at a distorted geometry. Source: OMol25; level of theory: wB97M-V/def2-TZVPD.

```
12
Properties=species:S:1:pos:R:3:lowdin_charge:R:1
H -1.708 -0.914 -2.087 0.073
H -1.837 -2.160 -0.928 0.114
H -2.638 -0.543 -0.516 0.074
O -0.411 0.000 0.873 -0.039
C -0.314 -0.314 -0.460 -0.343
C -1.686 -0.950 -0.943 -0.020
C 0.574 0.806 1.237 -0.156
C 1.499 0.757 0.271 -0.070
C 0.844 0.026 -0.804 -0.102
H 0.331 0.880 2.419 0.185
H 1.032 -0.149 -1.978 0.169
H 2.605 0.931 0.301 0.115
```

Computed properties:
- SMILES string: Cc1ccco1
- 2S+1: 1
- Orbital gap: 10.0106 eV
- LUMO: 1.0 eV

[3]
A single C5H6O molecule. Source: OMol25; level of theory: wB97M-V/def2-TZVPD.

```
12
Properties=species:S:1:pos:R:3:lowdin_charge:R:1
C 2.417 -0.678 1.060 0.178
H -1.650 1.906 0.162 0.092
C 1.601 -0.559 0.098 -0.286
H 0.484 0.075 -1.641 0.107
H -2.839 0.624 -0.101 0.084
O -0.967 -0.594 1.255 0.066
C 0.439 -0.145 -0.580 -0.048
C -0.807 -0.031 0.186 -0.474
H -1.737 1.130 -1.426 0.074
H 2.962 -1.422 1.613 0.041
H 1.533 -1.371 -0.719 0.188
C -1.828 0.954 -0.351 -0.022
```

Computed properties:
- 2S+1: 1
- Orbital gap (alpha / beta): 7.7447 / 7.7444 eV
- LUMO (alpha / beta): -0.6 / -0.8 eV

[4]
A single C5H6O molecule. Source: OMol25; level of theory: wB97M-V/def2-TZVPD.

```
12
Properties=species:S:1:pos:R:3:lowdin_charge:R:1
H 0.470 -1.396 -1.656 0.090
H -0.626 -0.303 2.732 0.099
H -1.913 -0.855 0.385 0.111
H 0.967 0.204 -2.218 0.083
C 0.765 0.730 1.420 -0.129
C -0.180 0.168 -0.459 -0.340
H -0.679 -0.393 -2.540 0.080
C -1.007 -0.279 0.521 -0.041
C -0.351 0.038 1.747 -0.075
O 0.866 0.851 0.080 0.019
H 1.570 1.175 1.982 0.118
C 0.130 -0.364 -1.810 -0.016
```

Computed properties:
- SMILES string: Cc1ccco1
- 2S+1: 1
- Orbital gap: 9.5028 eV
- LUMO: 1.1 eV

[5]
A single C5H6O molecule. Source: OMol25; level of theory: wB97M-V/def2-TZVPD.

```
12
Properties=species:S:1:pos:R:3:lowdin_charge:R:1
H -0.577 0.437 -2.038 0.090
H -1.676 1.418 2.288 0.057
C -0.623 -0.188 1.531 -0.021
C -0.987 0.606 2.503 0.005
C 0.488 0.217 -1.920 -0.035
H -0.603 0.524 3.517 0.054
H 0.827 -0.352 -2.791 0.082
H 1.770 -0.860 -0.466 0.144
C 0.736 -0.599 -0.684 -0.239
C -0.183 -0.664 0.415 -0.279
O -0.214 -1.700 -0.467 0.060
H 1.042 1.161 -1.888 0.083
```

Computed properties:
- SMILES string: C=C=C1O[C@H]1C
- 2S+1: 1
- Orbital gap: 9.9780 eV
- LUMO: 1.0 eV

[6]
A single C5H6O molecule. Source: OMol25; level of theory: wB97M-V/def2-TZVPD.

```
12
Properties=species:S:1:pos:R:3:lowdin_charge:R:1
H 2.210 -1.124 0.091 0.100
H -2.097 -0.380 -0.316 0.122
H -0.214 -1.494 1.017 0.142
C 0.023 -0.862 0.167 -0.155
O -1.025 1.767 0.938 0.063
H -0.944 -0.192 -1.701 0.119
C -1.069 -0.169 -0.617 -0.033
H -0.291 2.037 1.531 0.112
C 0.951 0.586 0.498 -0.005
C -0.375 0.880 0.173 -0.420
H 1.457 -0.461 -1.431 0.112
C 1.373 -0.588 -0.350 -0.158
```

Computed properties:
- 2S+1: 1
- Orbital gap: 9.2419 eV
- LUMO: 1.1 eV

[7]
A single C5H6O molecule. Source: OMol25; level of theory: wB97M-V/def2-TZVPD.

```
12
Properties=species:S:1:pos:R:3:lowdin_charge:R:1
H 2.167 -0.858 0.268 0.116
H 1.052 1.011 1.428 0.138
H -0.704 -0.192 -1.759 0.115
C 1.311 -0.430 -0.253 -0.071
C -1.080 -0.129 -0.732 -0.022
C -0.751 1.045 0.153 -0.458
C -0.044 -0.694 0.262 -0.169
H 1.419 -0.454 -1.334 0.107
H -2.108 -0.469 -0.652 0.119
H -0.397 -1.111 1.203 0.159
O -1.522 1.557 0.953 0.029
C 0.656 0.725 0.462 -0.062
```

Computed properties:
- 2S+1: 1
- Orbital gap: 10.2657 eV
- LUMO: 1.0 eV

[8]
2 unconnected molecules or ions with the total composition C5H6O at a distorted geometry. Source: OMol25; level of theory: wB97M-V/def2-TZVPD.

```
12
Properties=species:S:1:pos:R:3:lowdin_charge:R:1
C -0.891 -0.305 0.398 -0.129
H -0.169 2.504 -0.940 0.080
H -2.160 -1.117 1.713 0.103
C 0.432 1.732 -0.503 -0.118
H 0.887 2.366 0.248 0.086
C -0.260 0.642 0.044 -0.127
C 3.096 -0.895 -1.291 0.006
H -2.088 -1.822 -0.138 0.090
C -1.606 -1.477 0.795 -0.114
H 1.160 1.313 -1.114 0.033
O 2.550 -0.660 -0.338 0.021
H -0.951 -2.280 1.124 0.070
```

Computed properties:
- 2S+1: 1
- Orbital gap: 10.2402 eV
- LUMO: 1.0 eV

[9]
A single C5H6O molecule. Source: OMol25; level of theory: wB97M-V/def2-TZVPD.

```
12
Properties=species:S:1:pos:R:3:lowdin_charge:R:1
H -1.516 2.688 -1.702 0.031
H 0.027 0.422 1.522 0.139
O 1.899 -0.397 -1.019 0.073
C -1.084 1.932 -1.075 0.130
C 1.537 0.054 0.037 -0.228
C 0.068 0.083 0.476 -0.350
H -0.013 -2.008 1.038 0.083
H -1.593 -1.306 0.641 0.083
H -0.442 -1.700 -0.656 0.087
H 2.269 0.481 0.746 0.126
C -0.615 1.072 -0.373 -0.113
C -0.536 -1.322 0.365 -0.060
```

Computed properties:
- SMILES string: C#C[C@@H](C)C=O
- 2S+1: 1
- Orbital gap: 10.6338 eV
- LUMO: 0.8 eV

[10]
A single C5H6O molecule. Source: OMol25; level of theory: wB97M-V/def2-TZVPD.

```
12
Properties=species:S:1:pos:R:3:lowdin_charge:R:1
C -0.943 -0.824 -0.336 -0.158
C 2.203 0.423 0.742 0.011
O -2.679 0.841 -0.492 0.052
H -0.631 -1.433 0.517 0.115
C 1.276 0.173 -0.138 -0.112
H -1.564 0.661 1.181 0.128
C 0.256 -0.095 -0.910 -0.116
C -1.827 0.297 0.164 -0.278
H 3.091 -0.191 0.851 0.059
H -1.457 -1.447 -1.074 0.117
H 0.184 0.321 -1.913 0.119
H 2.090 1.275 1.408 0.062
```

Computed properties:
- SMILES string: C=C=CCC=O
- 2S+1: 1
- Orbital gap: 10.4107 eV
- LUMO: 0.9 eV

[11]
A single C5H6O molecule at a distorted geometry. Source: OMol25; level of theory: wB97M-V/def2-TZVPD.

```
12
Properties=species:S:1:pos:R:3:lowdin_charge:R:1
O 0.396 2.528 0.967 0.033
H -1.374 -2.044 -0.968 0.041
C -0.932 -1.402 -0.240 0.043
C -0.767 1.858 0.754 -0.057
H 0.709 -0.793 -1.511 0.151
H -1.702 2.279 0.583 0.089
H -1.525 -0.526 -0.220 0.026
C 1.057 0.057 0.255 -0.113
C 0.290 1.054 0.516 -0.194
C 0.510 -1.139 -0.418 -0.289
H 2.146 0.164 0.452 0.136
H 1.192 -2.037 -0.170 0.134
```

Computed properties:
- 2S+1: 1
- Orbital gap (alpha / beta): 7.3082 / 9.0634 eV
- LUMO (alpha / beta): -0.1 / 0.3 eV

[12]
A molecular structure, C5H6O. Source: OMol25; level of theory: wB97M-V/def2-TZVPD.

```
12
Properties=species:S:1:pos:R:3:lowdin_charge:R:1
C -1.678 1.277 0.880 0.084
H 0.563 -2.030 -1.043 0.076
H -2.454 0.764 1.422 0.008
C -0.077 -1.302 -0.531 -0.080
C 0.781 -0.338 0.300 -0.177
C 1.354 0.794 -0.301 -0.081
C -0.521 0.995 0.474 -0.320
O 0.414 1.697 -0.361 0.056
H -0.752 -1.841 0.141 0.085
H 2.361 1.094 -0.581 0.141
H -0.689 -0.785 -1.273 0.086
H 1.419 -0.884 1.002 0.123
```

Computed properties:
- 2S+1: 1
- Orbital gap (alpha / beta): 6.8737 / 6.8758 eV
- LUMO (alpha / beta): -0.6 / -0.6 eV

[13]
A molecular structure, C5H6O at a distorted geometry. Source: OMol25; level of theory: wB97M-V/def2-TZVPD.

```
12
Properties=species:S:1:pos:R:3:lowdin_charge:R:1
O -0.212 1.335 1.417 -0.012
H 2.276 -2.006 -0.665 0.048
C 1.286 -0.072 0.018 -0.095
H -1.483 2.073 -0.126 0.109
H -0.301 -1.573 0.713 0.025
C 1.765 -1.131 -0.337 0.114
H -1.804 -1.741 -0.188 0.056
C -0.856 -1.148 -0.104 0.040
C -0.003 0.531 0.295 -0.346
H -0.446 -1.083 -1.096 0.023
C -0.439 1.935 0.142 -0.081
H 0.211 2.789 -0.090 0.119
```

Computed properties:
- 2S+1: 1
- Orbital gap: 10.6965 eV
- LUMO: 0.9 eV

[14]
A single C5H6O molecule. Source: OMol25; level of theory: wB97M-V/def2-TZVPD.

```
12
Properties=species:S:1:pos:R:3:lowdin_charge:R:1
H -1.132 -1.352 -1.287 0.110
H -1.643 1.057 -0.720 0.080
C -1.628 0.306 0.075 -0.097
O 2.166 1.456 1.576 0.043
C 1.673 0.087 -0.217 0.029
H -2.657 0.012 0.309 0.073
C 0.615 -0.462 -0.430 -0.024
C -0.775 -0.899 -0.357 -0.243
H 3.575 0.171 0.856 0.115
H -0.812 -1.689 0.407 0.121
H -1.179 0.771 0.960 0.081
C 2.567 0.623 0.789 -0.288
```

Computed properties:
- SMILES string: CCC#CC=O
- 2S+1: 1
- Orbital gap: 10.5547 eV
- LUMO: 0.4 eV

[15]
A single C5H6O molecule at a distorted geometry. Source: OMol25; level of theory: wB97M-V/def2-TZVPD.

```
12
Properties=species:S:1:pos:R:3:lowdin_charge:R:1
C 1.572 -0.651 -0.224 -0.141
H 3.696 -0.695 0.577 0.028
H -2.119 1.632 1.076 0.016
H -0.734 -0.313 1.296 0.141
H -0.194 -1.618 -0.875 0.128
C 0.191 -0.609 -0.705 -0.177
C -0.695 0.114 0.290 -0.254
H -0.317 1.149 0.340 0.107
C -2.218 1.522 -0.047 0.088
H 0.135 -0.074 -1.660 0.134
C 2.694 -0.671 0.209 0.118
O -2.012 0.215 -0.278 -0.187
```

Computed properties:
- 2S+1: 1
- Orbital gap: 8.7897 eV
- LUMO: 0.1 eV

[16]
A single C5H6O2 molecule. Source: OMol25; level of theory: wB97M-V/def2-TZVPD.

```
13
Properties=species:S:1:pos:R:3:lowdin_charge:R:1
H -0.767 0.516 1.455 0.158
C -1.646 -0.433 -0.287 -0.023
C 0.570 0.829 -0.219 -0.225
O 1.192 0.076 -1.238 0.008
H 2.821 0.718 0.023 0.138
C -0.456 0.024 0.525 -0.274
H -2.292 0.420 -0.526 0.090
H 0.430 1.885 -0.435 0.159
H -2.235 -1.164 0.273 0.088
H -1.300 -0.886 -1.219 0.092
C 1.867 0.195 0.032 -0.216
C 1.622 -1.126 0.753 0.060
O 0.330 -1.167 0.933 -0.055
```

Computed properties:
- 2S+1: 1
- Orbital gap: 9.2471 eV
- LUMO: 0.6 eV

[17]
A single C5H6O2 molecule. Source: OMol25; level of theory: wB97M-V/def2-TZVPD.

```
13
Properties=species:S:1:pos:R:3:lowdin_charge:R:1
H 1.457 1.088 0.219 0.095
H -2.499 0.470 -0.633 0.141
O -1.337 0.299 1.871 0.114
C -1.426 0.634 -0.531 -0.056
O -0.774 -0.161 -1.548 -0.075
C 0.283 -0.789 0.363 -0.281
H -1.197 1.691 -0.681 0.140
H 1.986 -0.250 -0.814 0.070
C 0.055 -1.085 -1.115 0.013
H 2.365 -0.282 0.910 0.085
C -0.873 0.088 0.777 -0.356
C 1.608 0.004 0.182 -0.038
H 0.417 -1.666 1.000 0.147
```

Computed properties:
- 2S+1: 1
- Orbital gap: 9.4790 eV
- LUMO: 0.6 eV

[18]
A single C5H6O2 molecule. Source: OMol25; level of theory: wB97M-V/def2-TZVPD.

```
13
Properties=species:S:1:pos:R:3:lowdin_charge:R:1
O 0.316 -1.211 0.470 0.048
C 1.604 -0.919 0.125 -0.469
C 1.671 0.542 -0.163 0.034
H 0.111 2.069 -0.147 0.124
H -0.704 0.262 1.502 0.158
H -1.558 -0.485 -1.366 0.092
O 2.477 -1.742 0.077 0.119
H -2.365 0.682 -0.290 0.085
C -0.476 -0.017 0.465 -0.361
H 2.584 1.055 -0.439 0.120
C -1.763 -0.234 -0.318 -0.026
H -2.346 -1.047 0.127 0.086
C 0.450 1.045 -0.043 -0.010
```

Computed properties:
- SMILES string: C[C@@H]1C=CC(=O)O1
- 2S+1: 1
- Orbital gap: 10.9969 eV
- LUMO: 0.6 eV

[19]
A single C5H6O2 molecule. Source: OMol25; level of theory: wB97M-V/def2-TZVPD.

```
13
Properties=species:S:1:pos:R:3:lowdin_charge:R:1
H 1.499 0.951 0.408 0.132
H -2.177 1.565 -2.688 0.031
C -1.570 1.050 -1.976 0.133
H 1.822 -0.080 -1.001 0.127
H 1.538 -0.959 1.648 0.073
O 1.933 -1.053 0.767 -0.056
C -0.889 0.455 -1.179 -0.111
C -0.173 -0.313 -0.158 -0.275
C 1.342 -0.051 -0.020 -0.231
O -0.264 -0.197 2.247 0.062
H -1.932 0.127 1.165 0.133
C -0.853 -0.113 1.193 -0.185
H -0.274 -1.382 -0.404 0.166
```

Computed properties:
- SMILES string: C#C[C@H](C=O)CO
- 2S+1: 1
- Orbital gap: 10.7485 eV
- LUMO: 0.6 eV

[20]
A single C5H6O2 molecule at a distorted geometry. Source: OMol25; level of theory: wB97M-V/def2-TZVPD.

```
13
Properties=species:S:1:pos:R:3:lowdin_charge:R:1
O 0.877 1.025 -0.191 -0.095
O -3.130 0.422 -0.167 0.164
C 1.048 -0.200 0.229 -0.166
H 1.902 1.015 -1.968 0.072
H 1.149 2.663 -1.324 0.065
H -1.290 -2.101 -0.095 0.110
H 0.342 -1.539 1.740 0.108
C -0.020 -0.688 1.152 -0.181
H -0.276 0.105 1.864 0.120
C 1.338 1.603 -1.253 -0.031
C -2.249 -0.307 0.082 -0.191
H 1.573 -0.872 -0.450 0.119
C -1.265 -1.126 0.379 -0.095
```

Computed properties:
- 2S+1: 1
- Orbital gap (alpha / beta): 8.0062 / 8.1016 eV
- LUMO (alpha / beta): 0.5 / 0.7 eV

Summary of molar mass in g mol⁻¹
82.10; 82.10; 82.10; 82.10; 82.10; 82.10; 82.10; 82.10; 82.10; 82.10; 82.10; 82.10; 82.10; 82.10; 82.10; 98.10; 98.10; 98.10; 98.10; 98.10
(order as listed above)
Summary of energy above the lowest of the compared OMol25 structures with the same formula, charge and spin in kcal/mol
12.9; 61.8; 114.0; 12.2; 69.9; 83.0; 49.2; 49.5; 45.0; 41.9; 149.3; 137.1; 134.4; 50.1; 135.4; 87.3; 69.3; 1.0; 55.0; 103.4
(order as listed above)